This record from the OMol25 dataset describes a cluster of 2 separate species, C5H8O in total. The level of theory is wB97M-V/def2-TZVPD.

For the gap between HOMO and LUMO, the calculation gives 0.3890 Eh. The structure (SMILES) is C=C1C[C@H]2O[C@@H]12.[H][H].

Each atom is followed by the atoms it is bonded to, with distances in Å.
Geometry (Å):
1 C 1.54 -0.78 -0.54  C2 1.325, H7 1.087, H8 1.087
2 C 0.34 -0.36 -0.17  C1 1.325, C3 1.530, C6 1.500
3 C -0.88 -1.02 0.48  C2 1.530, C4 1.539, H9 1.094, H10 1.094
4 C -1.71 0.08 -0.20  C3 1.539, O5 1.416, C6 1.472, H11 1.085
5 O -1.31 1.29 0.42  C4 1.416, C6 1.432
6 C -0.50 0.79 -0.65  C2 1.500, C4 1.472, O5 1.432, H12 1.085
7 H 2.17 -0.16 -1.16  C1 1.087
8 H 1.93 -1.75 -0.24  C1 1.087
9 H -1.05 -2.06 0.17  C3 1.094
10 H -0.92 -0.94 1.57  C3 1.094
11 H -2.68 0.01 -0.68  C4 1.085
12 H -0.33 1.46 -1.49  C6 1.085
13 H 1.88 1.42 1.12  H14 0.744
14 H 1.53 2.03 1.37  H13 0.744